The following is a DFT calculation (ωB97M-V/def2-TZVPD) of an isolated molecule of C8H18NO3PS.

Geometry (Å):
C 1.611 0.027 -0.033
C 2.137 -2.784 1.021
C -3.434 0.716 -0.913
C -2.464 -0.097 1.285
C -1.499 2.029 0.163
C 2.129 -2.341 -0.416
C 2.002 1.324 0.178
C -2.168 0.646 -0.043
N -0.301 0.327 -2.233
O 0.316 -0.387 0.267
O -1.343 -1.590 -1.086
O 2.525 -0.863 -0.531
P 3.678 1.944 -0.076
S -0.866 -0.244 -0.948
H 3.311 -2.831 1.291
H 1.653 -2.046 1.662
H 1.633 -3.707 1.152
H -3.925 -0.205 -0.921
H -4.010 1.572 -0.564
H -3.080 0.817 -1.892
H -3.066 0.492 1.996
H -1.626 -0.174 1.874
H -2.889 -1.063 0.954
H -0.501 1.888 0.112
H -1.748 2.670 -0.665
H -1.850 2.552 1.038
H 1.282 -2.370 -1.128
H 2.891 -2.813 -1.149
H 1.339 2.032 0.712
H 0.037 1.275 -2.432
H 4.027 2.477 1.236
H 4.198 0.727 0.085

Total energy: -1335.47242 hartree
Max |F|: 4.0 eV Å⁻¹
ΔE to the lowest compared entry with this formula, charge and spin: 361.02 kJ/mol
E_HOMO: -8.109 eV
SMILES string: CCO/C(=C\P)O[S@@](=N)(=O)C(C)(C)C
Net charge: 0
Frontier orbital gap: 8.79 eV